# 1
Formula: C21H20N2O4S2
Source: OMol25
Level of theory: wB97M-V/def2-TZVPD

The value obtained for the gap between HOMO and LUMO is 8.5 eV. The value obtained for the energy above the lowest of the compared OMol25 structures with the same formula, charge and spin is 47.6 kcal per mole. As for the spin multiplicity: 1. Its SMILES is CCS(=O)(=O)c1ccc(CC(=O)Nc2nc(-c3ccccc3)c(C(C)=O)s2)cc1. Its total charge is 0.

Each line ends with the Löwdin charge.
Element x y z (Å)
C1 -5.07 1.06 2.55  -0.147
C2 -3.64 0.96 2.79  -0.290
S1 -3.21 -0.35 4.06  0.735
O1 -4.07 -1.55 4.09  -0.327
O2 -3.06 0.28 5.36  -0.337
C3 -1.58 -1.07 3.59  -0.221
C4 -0.51 -1.19 4.53  -0.018
C5 0.69 -1.79 4.13  0.010
C6 0.90 -2.20 2.81  -0.283
C7 2.15 -2.59 2.21  -0.060
C8 2.88 -1.23 2.05  -0.393
O3 3.74 -1.01 2.92  0.062
N1 2.54 -0.21 1.18  0.135
C9 2.28 -0.38 -0.18  -0.565
N2 1.92 0.73 -0.78  0.116
C10 1.69 0.53 -2.17  -0.227
C11 1.36 1.60 -3.08  -0.172
C12 1.95 1.76 -4.37  -0.013
C13 1.64 2.82 -5.13  -0.101
C14 0.77 3.74 -4.66  -0.073
C15 0.21 3.65 -3.37  -0.031
C16 0.54 2.56 -2.57  -0.031
C17 1.90 -0.81 -2.55  -0.418
C18 1.72 -1.22 -3.92  -0.491
C19 0.24 -1.40 -4.34  0.009
O4 2.61 -1.68 -4.61  0.092
S2 2.47 -1.78 -1.23  1.129
C20 -0.18 -2.22 2.03  -0.087
C21 -1.36 -1.63 2.28  -0.044
H1 -5.42 0.09 2.24  0.078
H2 -5.31 1.82 1.84  0.083
H3 -5.58 1.22 3.49  0.085
H4 -3.26 1.88 3.08  0.067
H5 -3.10 0.74 1.79  0.131
H6 -0.65 -0.69 5.43  0.089
H7 1.64 -1.74 4.74  0.143
H8 2.65 -3.35 2.82  0.150
H9 1.94 -2.95 1.24  0.066
H10 2.95 0.66 1.33  0.132
H11 2.68 1.07 -4.70  0.110
H12 2.06 2.87 -6.15  0.126
H13 0.58 4.57 -5.25  0.083
H14 -0.50 4.37 -3.09  0.087
H15 0.25 2.56 -1.55  0.105
H16 -0.43 -0.69 -3.94  0.062
H17 -0.09 -2.37 -4.01  0.081
H18 0.25 -1.30 -5.46  0.109
H19 -0.01 -2.57 1.03  0.113
H20 -2.18 -1.58 1.50  0.136

---

# 2
Formula: C7H16O2P
Source: OMol25
Level of theory: wB97M-V/def2-TZVPD

The value obtained for the gap between HOMO and LUMO is 7.0 eV. The value obtained for the energy above the lowest of the compared OMol25 structures with the same formula, charge and spin is 95.7 kcal per mole. As for the spin multiplicity: 1. Its total charge is -1.

Each line ends with the Löwdin charge.
Element x y z (Å)
C1 -0.16 -1.85 1.92  -0.182
C2 -2.87 0.23 1.12  -0.058
C3 -2.65 0.19 -1.43  -0.062
C4 2.01 1.32 -1.27  -0.146
C5 3.26 -0.13 0.32  -0.158
C6 -1.99 -0.14 -0.13  -0.555
C7 1.97 0.65 0.10  -0.509
O1 0.57 -1.32 -1.16  -0.418
O2 -0.77 0.52 0.02  -0.297
P1 0.52 -0.57 0.14  0.693
H1 0.43 -2.77 1.91  -0.136
H2 0.58 -1.27 2.56  -0.132
H3 -3.73 -0.32 1.16  0.022
H4 -2.19 -0.13 1.93  0.056
H5 -3.18 1.29 1.14  0.078
H6 -3.66 -0.40 -1.53  0.111
H7 -1.99 -0.10 -2.11  0.020
H8 -3.14 1.14 -1.43  0.059
H9 2.82 2.12 -1.43  0.090
H10 2.18 0.58 -1.97  0.028
H11 1.07 1.88 -1.42  0.072
H12 4.28 0.49 0.17  0.108
H13 3.13 -0.81 -0.52  0.048
H14 3.37 -0.72 1.26  0.062
H15 -1.69 -1.26 -0.20  0.119
H16 1.83 1.40 0.86  0.086

---

# 3
Formula: C26H42N10O3
Source: OMol25
Level of theory: wB97M-V/def2-TZVPD

The value obtained for the gap between HOMO and LUMO is 9.3 eV. The value obtained for the energy above the lowest of the compared OMol25 structures with the same formula, charge and spin is 128.2 kcal per mole. As for the spin multiplicity: 1. Its SMILES is [H]/N=C(/C)C[C@@H](OC=O)OCCC.CC#N.CC#N.CC#N.CC#N.CC#N.CC#N.CC#N.CC#N.CC#N. Its total charge is 0.

Each line ends with the Löwdin charge.
Element x y z (Å)
H1 -0.28 2.03 0.47  0.021
N1 -0.80 2.28 -0.41  0.072
C1 -1.55 1.17 -0.75  -0.308
C2 -2.58 1.16 -2.07  -0.090
C3 -1.55 -0.25 0.12  -0.101
C4 -0.74 -1.47 -0.64  -0.296
O1 -1.60 -2.53 -1.19  -0.056
C5 -2.36 -3.23 -0.14  -0.142
O2 -3.68 -2.93 -0.05  -0.060
O3 0.08 -0.94 -1.76  -0.153
C6 1.48 -1.40 -1.68  -0.201
C7 2.38 -0.21 -0.97  -0.214
C8 2.20 -0.08 0.65  -0.152
H2 -2.75 2.23 -2.53  0.078
H3 -3.60 0.72 -1.64  0.075
H4 -2.12 0.39 -2.86  0.075
H5 -2.71 -0.49 0.29  0.111
H6 -1.11 0.01 1.19  0.078
H7 0.03 -1.90 0.16  0.150
H8 -1.94 -4.01 0.62  0.151
H9 1.62 -2.47 -1.21  0.129
H10 1.87 -1.48 -2.80  0.130
H11 3.52 -0.50 -1.16  0.076
H12 2.08 0.80 -1.49  0.120
H13 1.10 -0.22 1.04  0.040
H14 2.52 1.02 0.94  0.064
H15 2.90 -0.82 1.23  0.063
C9 -2.47 -3.88 3.85  -0.072
C10 -2.20 -2.68 3.04  -0.216
N2 -1.99 -1.73 2.39  0.177
H16 -3.06 -3.63 4.74  0.090
H17 -3.02 -4.63 3.29  0.071
H18 -1.54 -4.34 4.20  0.051
C11 5.30 -3.40 -2.02  -0.070
C12 4.76 -3.24 -0.65  -0.270
N3 4.34 -3.11 0.42  0.133
H19 4.58 -3.07 -2.77  0.077
H20 6.22 -2.82 -2.16  0.084
H21 5.54 -4.45 -2.24  0.081
C13 5.84 2.24 2.18  -0.063
C14 5.48 1.53 0.94  -0.231
N4 5.20 0.97 -0.04  0.153
H22 5.02 2.87 2.54  0.086
H23 6.08 1.54 2.99  0.084
H24 6.71 2.89 2.04  0.082
C15 -4.50 2.83 0.66  -0.073
C16 -5.34 4.04 0.76  -0.247
N5 -6.00 5.00 0.84  0.127
H25 -4.82 2.19 -0.16  0.070
H26 -3.45 3.08 0.50  0.068
H27 -4.55 2.23 1.58  0.085
C17 0.62 -0.42 4.79  -0.068
C18 0.89 0.78 3.97  -0.261
N6 1.10 1.72 3.33  0.133
H28 0.02 -0.18 5.68  0.083
H29 0.06 -1.18 4.22  0.051
H30 1.54 -0.89 5.13  0.083
C19 4.96 2.43 -3.45  -0.068
C20 4.78 1.34 -4.42  -0.257
N7 4.64 0.48 -5.19  0.118
H31 4.16 3.18 -3.52  0.086
H32 4.97 2.06 -2.42  0.045
H33 5.91 2.96 -3.61  0.082
C21 -6.73 8.32 0.93  -0.103
C22 -6.92 9.71 0.46  -0.278
N8 -7.07 10.80 0.10  0.106
H34 -7.04 7.59 0.16  0.064
H35 -5.69 8.11 1.17  0.074
H36 -7.32 8.11 1.82  0.079
C23 -2.30 -8.19 2.19  -0.066
C24 -1.76 -7.36 3.28  -0.245
N9 -1.33 -6.71 4.14  0.135
H37 -2.88 -7.59 1.48  0.082
H38 -1.51 -8.69 1.63  0.085
H39 -2.97 -8.97 2.57  0.085
C25 1.24 0.69 -6.05  -0.076
C26 0.13 1.26 -5.26  -0.245
N10 -0.74 1.71 -4.65  0.143
H40 1.51 1.33 -6.90  0.082
H41 2.14 0.57 -5.44  0.034
H42 0.98 -0.30 -6.45  0.082

---

# 4
Formula: C36H29Co2O6PS2
Source: OMol25
Level of theory: wB97M-V/def2-TZVPD

The value obtained for the gap between HOMO and LUMO is 4.6 eV. The value obtained for the energy above the lowest of the compared OMol25 structures with the same formula, charge and spin is 98.4 kcal per mole. As for the spin multiplicity: 1. Its total charge is -2.

Each line ends with the Löwdin charge.
Element x y z (Å)
C1 -2.39 -1.01 1.06  -0.044
C2 -1.39 0.12 1.24  -0.437
C3 -1.34 0.97 0.01  -0.114
O1 -0.05 -0.44 1.54  -0.133
C4 0.92 0.39 2.01  -0.964
S1 2.16 -0.26 3.25  0.933
S2 0.78 2.03 2.03  0.640
H1 -3.35 -0.56 0.76  0.076
H2 -2.09 -1.70 0.28  0.085
H3 -2.58 -1.56 1.98  0.083
H4 -1.66 0.73 2.12  0.133
H5 -2.31 1.45 -0.15  0.078
H6 -0.59 1.77 0.09  -0.001
H7 -1.13 0.35 -0.86  0.087
O2 0.05 -0.75 4.77  0.041
C5 1.05 -1.13 4.23  -0.636
Co1 2.83 -3.20 3.20  0.116
C6 1.13 -3.06 3.90  -0.293
O3 0.06 -3.47 4.16  0.010
C7 2.76 -3.18 1.50  -0.190
O4 2.79 -3.27 0.35  0.074
C8 4.51 -3.18 3.90  -0.249
C9 3.73 -2.19 4.40  -0.257
C10 3.53 -1.08 5.20  -0.214
C11 2.72 -1.25 6.42  -0.254
C12 2.60 -0.23 7.39  -0.060
C13 1.55 -0.27 8.30  -0.130
C14 0.71 -1.39 8.36  -0.142
C15 0.99 -2.51 7.57  -0.084
C16 2.08 -2.48 6.68  -0.049
Co2 4.01 -5.05 4.14  -0.138
C17 2.36 -5.55 4.54  -0.273
O5 1.36 -6.05 4.89  0.029
C18 5.32 -5.64 5.07  -0.293
O6 6.23 -6.08 5.64  -0.002
P1 4.32 -6.03 2.32  1.005
C19 2.87 -6.46 1.24  -0.309
C20 3.00 -7.42 0.22  -0.103
C21 1.87 -7.79 -0.54  -0.105
C22 0.63 -7.19 -0.30  -0.112
C23 0.50 -6.24 0.72  -0.069
C24 1.62 -5.89 1.50  -0.097
C25 5.58 -5.31 1.19  -0.323
C26 5.39 -5.19 -0.19  -0.084
C27 6.35 -4.54 -0.97  -0.098
C28 7.53 -4.05 -0.40  -0.118
C29 7.74 -4.19 0.98  -0.094
C30 6.77 -4.83 1.77  -0.103
C31 4.96 -7.74 2.59  -0.317
C32 6.19 -8.20 2.08  -0.082
C33 6.62 -9.51 2.34  -0.107
C34 5.83 -10.37 3.13  -0.126
C35 4.61 -9.91 3.64  -0.097
C36 4.18 -8.61 3.37  -0.080
H8 5.51 -3.07 3.45  0.061
H9 4.01 -0.12 5.03  0.091
H10 3.28 0.62 7.32  0.095
H11 1.39 0.58 8.96  0.080
H12 -0.18 -1.36 8.99  0.077
H13 0.34 -3.38 7.62  0.103
H14 2.38 -3.44 6.22  0.099
H15 3.97 -7.90 0.04  0.107
H16 1.98 -8.54 -1.33  0.088
H17 -0.24 -7.47 -0.88  0.086
H18 -0.45 -5.75 0.93  0.107
H19 1.48 -5.19 2.34  0.063
H20 4.48 -5.57 -0.65  0.091
H21 6.18 -4.44 -2.05  0.091
H22 8.27 -3.53 -1.00  0.086
H23 8.66 -3.84 1.45  0.095
H24 6.94 -4.94 2.86  0.103
H25 6.82 -7.54 1.46  0.096
H26 7.58 -9.86 1.94  0.089
H27 6.16 -11.38 3.34  0.084
H28 3.99 -10.55 4.26  0.092
H29 3.21 -8.25 3.76  0.108

---

# 5
Formula: C30H75CsN5O15
Source: OMol25
Level of theory: wB97M-V/def2-TZVPD

The value obtained for the gap between HOMO and LUMO is 5.2 eV. As for the spin multiplicity: 1. Its total charge is +1.

Each line ends with the Löwdin charge.
Element x y z (Å)
Cs1 1.27 -0.63 -0.11  0.943
C1 0.80 3.34 0.10  -0.025
C2 1.03 4.42 1.21  -0.243
C3 2.43 5.07 1.38  -0.132
O1 2.84 6.00 0.35  -0.169
C4 2.40 7.35 0.50  -0.086
N1 -0.15 5.44 1.15  0.235
H1 -0.95 4.86 1.33  0.154
H2 -0.09 6.15 1.87  0.158
H3 -0.21 5.81 0.21  0.153
H4 -0.20 2.92 -0.03  0.079
H5 1.52 2.53 0.24  0.042
H6 0.98 3.86 -0.84  0.080
H7 0.83 3.88 2.14  0.128
H8 3.25 4.34 1.37  0.139
H9 2.39 5.50 2.38  0.125
H10 1.33 7.50 0.36  0.061
H11 2.94 7.89 -0.27  0.104
H12 2.63 7.66 1.52  0.092
C5 0.60 4.31 -4.57  -0.011
C6 -0.64 3.33 -4.45  -0.254
C7 -1.42 3.22 -5.71  -0.237
O2 -1.99 4.45 -6.13  -0.173
C8 -2.73 4.44 -7.39  -0.055
N2 -0.11 1.96 -3.96  0.239
H13 0.69 1.89 -3.36  0.086
H14 -0.77 1.44 -3.40  0.080
H15 -0.11 1.39 -4.79  0.151
H16 0.30 5.33 -4.79  0.077
H17 1.14 4.05 -5.47  0.089
H18 1.29 4.40 -3.73  0.075
H19 -1.31 3.62 -3.64  0.145
H20 -2.13 2.40 -5.66  0.135
H21 -0.79 2.91 -6.53  0.130
H22 -2.86 5.44 -7.81  0.092
H23 -3.69 3.97 -7.19  0.085
H24 -2.28 3.77 -8.12  0.083
C9 1.91 -3.98 2.82  -0.014
C10 0.69 -3.93 3.73  -0.251
C11 1.02 -4.28 5.21  -0.154
O3 -0.17 -4.41 5.99  -0.198
C12 0.04 -4.56 7.32  -0.133
N3 0.02 -2.52 3.60  0.241
H25 -0.51 -2.42 4.46  0.143
H26 0.62 -1.72 3.45  0.093
H27 -0.70 -2.57 2.90  0.069
H28 2.48 -4.90 2.86  0.103
H29 2.48 -3.07 3.05  0.085
H30 1.53 -3.91 1.80  0.053
H31 -0.16 -4.52 3.37  0.143
H32 1.71 -3.50 5.52  0.143
H33 1.48 -5.27 5.25  0.137
H34 0.35 -3.67 7.88  0.091
H35 0.78 -5.34 7.44  0.098
H36 -1.01 -4.70 7.58  0.103
C13 -0.56 -5.37 -2.53  -0.048
C14 0.75 -4.59 -2.51  -0.239
C15 0.56 -3.18 -3.17  -0.181
O4 1.72 -2.44 -2.94  -0.240
C16 1.84 -1.21 -3.74  -0.036
N4 1.29 -4.59 -1.06  0.253
H37 1.28 -5.54 -0.72  0.162
H38 2.13 -4.02 -0.98  0.105
H39 0.61 -4.18 -0.44  0.079
H40 -0.87 -5.57 -3.55  0.093
H41 -1.40 -4.82 -2.12  0.062
H42 -0.51 -6.40 -2.17  0.092
H43 1.48 -5.21 -3.02  0.153
H44 -0.33 -2.74 -2.72  0.117
H45 0.41 -3.24 -4.25  0.138
H46 0.93 -0.63 -3.58  0.058
H47 1.84 -1.46 -4.80  0.091
H48 2.81 -0.78 -3.46  0.104
C17 -2.31 0.55 1.81  -0.015
C18 -3.83 0.43 2.11  -0.227
C19 -4.86 0.30 0.91  -0.139
O5 -6.23 0.00 1.31  -0.176
C20 -6.89 1.14 1.90  -0.088
N5 -4.10 -0.76 3.08  0.246
H49 -3.94 -1.62 2.59  0.117
H50 -3.47 -0.72 3.87  0.159
H51 -5.07 -0.76 3.37  0.150
H52 -2.01 1.47 1.29  0.081
H53 -1.96 -0.32 1.25  0.066
H54 -1.70 0.72 2.70  0.082
H55 -4.11 1.35 2.62  0.133
H56 -4.64 -0.56 0.28  0.106
H57 -4.69 1.13 0.22  0.132
H58 -6.55 1.23 2.93  0.071
H59 -7.94 0.87 1.80  0.099
H60 -6.76 2.16 1.55  0.094
C21 4.23 1.54 -0.95  -0.007
C22 3.49 1.83 -2.31  -0.769
O6 2.24 1.72 -2.26  -0.178
O7 4.17 1.98 -3.31  0.000
H61 4.01 0.56 -0.51  0.014
H62 3.67 2.21 -0.31  0.044
H63 5.32 1.51 -1.04  0.084
C23 3.78 1.24 3.56  0.001
C24 2.38 0.63 3.24  -0.765
O8 1.46 1.31 2.71  -0.123
O9 2.24 -0.53 3.71  -0.095
H64 3.91 1.32 4.64  0.076
H65 3.87 2.18 3.01  0.056
H66 4.48 0.49 3.20  0.053
C25 -3.19 -1.07 -1.86  -0.024
C26 -2.43 0.21 -1.98  -0.776
O10 -1.23 0.17 -2.06  -0.112
O11 -3.09 1.31 -2.24  -0.110
H67 -4.24 -0.86 -2.00  0.081
H68 -3.00 -1.58 -0.91  0.052
H69 -2.89 -1.75 -2.65  0.082
C27 5.02 -1.54 1.41  -0.030
C28 4.75 -2.57 0.32  -0.780
O12 5.71 -3.29 -0.12  -0.075
O13 3.59 -2.74 -0.05  -0.184
H70 5.44 -2.05 2.27  0.087
H71 4.10 -1.03 1.71  0.026
H72 5.67 -0.85 0.87  0.080
C29 -2.82 -4.39 0.16  -0.004
C30 -1.89 -3.44 0.98  -0.730
O14 -2.33 -2.90 2.00  -0.065
O15 -0.76 -3.20 0.54  -0.104
H73 -3.74 -4.56 0.72  0.070
H74 -2.37 -5.38 0.04  0.073
H75 -3.23 -4.04 -0.79  0.066

---

# 6
Formula: C32H28NO10PSTa
Source: OMol25
Level of theory: wB97M-V/def2-TZVPD

The value obtained for the gap between HOMO and LUMO (alpha / beta) is 4.7 / 4.7 eV. The value obtained for the energy above the lowest of the compared OMol25 structures with the same formula, charge and spin is 60.8 kcal per mole. As for the spin multiplicity: 1. Its total charge is +1.

Each line ends with the Löwdin charge.
Element x y z (Å)
Ta1 0.26 -1.21 0.09  1.891
O1 2.40 -4.66 -1.96  0.213
C1 1.81 -3.48 -2.01  -0.411
O2 1.61 -2.76 -1.03  -0.012
C2 1.44 -3.09 -3.43  -0.060
O3 0.76 -1.89 -3.31  -0.055
C3 -0.62 -1.92 -3.06  -0.163
C4 -0.93 -3.00 -1.98  -0.470
O4 -1.13 -4.13 -2.26  0.200
O5 -0.86 -2.53 -0.70  -0.249
H1 2.65 -4.88 -1.05  0.151
H2 2.35 -2.90 -3.98  0.167
H3 0.89 -3.90 -3.91  0.160
H4 -1.84 -0.65 -1.91  0.143
H5 -1.21 -2.16 -3.94  0.178
O6 5.49 -1.83 5.22  -0.010
C5 5.25 -2.82 4.52  -0.665
O7 5.68 -3.99 4.45  -0.015
C6 4.11 -2.54 3.47  -0.045
C7 3.59 -3.57 2.69  0.035
C8 2.58 -3.30 1.78  -0.114
N1 2.08 -2.07 1.62  -0.044
C9 2.59 -1.07 2.39  -0.194
C10 3.58 -1.26 3.32  0.098
C11 1.96 0.24 2.16  -0.465
O8 2.10 1.25 2.76  0.209
O9 1.10 0.09 1.10  -0.311
H6 4.01 -4.56 2.80  0.128
H7 2.16 -4.07 1.15  0.102
H8 3.94 -0.44 3.93  0.145
O10 0.18 -0.26 -1.54  -0.389
C12 -0.91 -0.54 -2.47  -0.273
C13 -1.10 0.72 -3.24  -0.164
C14 -1.23 0.85 -4.61  -0.003
C15 -1.44 2.11 -5.15  -0.045
C16 -1.52 3.23 -4.34  -0.048
C17 -1.40 3.10 -2.96  -0.048
C18 -1.20 1.85 -2.40  -0.249
P1 -0.94 1.67 -0.58  1.152
C19 -2.45 2.14 0.29  -0.378
C20 -3.69 1.83 -0.27  -0.090
C21 -4.83 1.92 0.51  -0.070
C22 -4.74 2.30 1.84  -0.070
C23 -3.51 2.61 2.40  -0.071
C24 -2.35 2.51 1.63  -0.119
C25 0.35 2.87 -0.22  -0.345
C26 0.01 4.15 0.22  -0.089
C27 1.02 5.08 0.47  -0.054
C28 2.35 4.73 0.29  -0.052
C29 2.68 3.46 -0.17  -0.054
C30 1.69 2.54 -0.43  -0.095
H9 -1.16 -0.02 -5.26  0.122
H10 -1.52 2.22 -6.23  0.117
H11 -1.66 4.21 -4.78  0.116
H12 -1.46 3.98 -2.32  0.116
H13 -3.76 1.54 -1.31  0.106
H14 -5.80 1.68 0.08  0.111
H15 -5.64 2.36 2.45  0.112
H16 -3.44 2.92 3.44  0.114
H17 -1.38 2.71 2.08  0.110
H18 -1.02 4.43 0.37  0.105
H19 0.75 6.08 0.81  0.114
H20 3.13 5.45 0.50  0.115
H21 3.72 3.20 -0.31  0.116
H22 1.95 1.55 -0.79  0.093
C31 -1.78 -0.75 3.11  -0.341
S1 -0.77 -2.14 2.55  0.833
C32 -2.07 -3.27 2.01  -0.347
H23 -2.35 -1.06 3.98  0.060
H24 -2.45 -0.42 2.32  0.040
H25 -1.10 0.05 3.39  0.047
H26 -2.71 -2.79 1.27  0.046
H27 -2.65 -3.57 2.88  0.059
H28 -1.59 -4.14 1.57  0.049

---

| no. | E_tot (eV) |
| --- | --- |
| 1 | -54939.581 |
| 2 | -20900.786 |
| 3 | -48677.767 |
| 4 | -156293.345 |
| 5 | -71028.173 |
| 6 | -77273.546 |